Model a:
The following is a DFT calculation (ωB97M-V/def2-TZVPD) of 2 unconnected molecules or ions with the total composition C3H10NO.

Results
- M (g/mol) = 76.1
- total charge = +1
- HOMO energy (Ha) = -0.439

Each line ends with the Mulliken charge.
Geometry (Å):
C  1.09  -1.25  0.55  -0.274
O  -0.22  -0.71  0.15  -0.385
C  2.12  -0.26  0.47  0.203
C  2.28  0.67  -0.62  -0.968
N  -4.08  0.60  -0.37  -0.594
H  0.91  -1.58  1.58  0.309
H  1.09  -2.19  -0.02  0.357
H  -0.15  0.23  0.31  0.294
H  2.68  -0.01  1.37  0.325
H  1.54  1.49  -0.61  0.401
H  2.20  0.20  -1.61  0.370
H  3.24  1.18  -0.54  0.357
H  -4.26  1.46  0.11  0.204
H  -3.57  -0.10  0.11  0.196
H  -4.87  0.26  -0.88  0.205


Model b:
The following is a DFT calculation (ωB97M-V/def2-TZVPD) of 2 unconnected molecules or ions with the total composition C3H10NO.

Results
- M (g/mol) = 76.1
- total charge = +1
- HOMO energy (Ha) = -0.548

Each line ends with the Mulliken charge.
Geometry (Å):
C  2.62  0.84  0.70  -0.535
O  1.18  0.89  0.61  -0.605
H  2.94  0.26  -0.16  0.243
H  2.92  0.26  1.57  0.252
H  2.98  1.85  0.72  0.271
H  0.67  1.65  0.88  0.283
C  -1.82  -0.91  -0.65  0.066
C  -1.90  0.22  -1.31  -0.679
N  -0.71  -1.19  0.28  -0.156
H  -2.48  -1.76  -0.75  0.409
H  -1.44  1.11  -0.90  0.179
H  -2.42  0.36  -2.25  0.273
H  -0.25  -2.07  0.07  0.423
H  -1.13  -1.31  1.21  0.397
H  -0.04  -0.38  0.36  0.179


Q: Which of them is the least stable? A: model a.


Model a:
The following is a DFT calculation (ωB97M-V/def2-TZVPD) of 2 unconnected molecules or ions with the total composition CH5N3O3.

Results
- M (g/mol) = 107.1
- total charge = 0
- HOMO energy (Ha) = -0.331
- SMILES = NOC#[N+][O-].NO

Each line ends with the Mulliken charge.
Geometry (Å):
N  1.55  0.95  1.16  -0.436
O  1.19  -0.17  0.27  -0.228
C  0.41  -0.94  0.93  0.322
N  0.05  -1.79  1.67  0.475
O  -0.67  -2.44  2.44  -0.624
H  2.39  1.28  0.88  0.247
H  0.85  1.68  1.07  0.253
N  -1.22  0.08  -2.14  -0.417
O  -1.10  0.61  -0.82  -0.427
H  -0.31  -0.23  -2.26  0.226
H  -1.27  0.78  -2.92  0.243
H  -1.88  0.19  -0.30  0.366


Model b:
The following is a DFT calculation (ωB97M-V/def2-TZVPD) of 2 unconnected molecules or ions with the total composition CH5N3O3.

Results
- M (g/mol) = 107.1
- total charge = 0
- HOMO energy (Ha) = -0.364
- SMILES = [H]/N=N\OC.O=NO

Each line ends with the Mulliken charge.
Geometry (Å):
H  -1.43  -0.80  -1.82  0.259
N  -0.92  -0.16  -1.18  -0.415
N  -0.07  -0.42  -0.44  0.188
O  0.34  -1.83  -0.37  -0.272
C  1.37  -2.03  0.68  -0.509
H  2.17  -1.49  0.29  0.271
H  1.67  -3.19  0.82  0.220
H  1.19  -1.61  1.63  0.273
O  -1.96  3.45  1.17  -0.358
N  -1.63  2.80  0.26  0.246
O  -0.35  2.89  -0.11  -0.324
H  -0.37  2.39  -0.94  0.421


Q: Which of them is the least stable? A: model a.


Model a:
The following is a DFT calculation (ωB97M-V/def2-TZVPD) of a molecular structure, C2H3ClN2O.

Results
- M (g/mol) = 106.5
- total charge = 0
- HOMO energy (Ha) = -0.405

Each line ends with the Mulliken charge.
Geometry (Å):
C  0.25  0.04  0.80  -0.177
C  0.52  -1.40  -0.62  0.258
N  -0.24  -1.12  0.37  -0.442
N  1.23  0.51  0.11  -0.283
O  1.47  -0.47  -0.84  -0.095
Cl  -1.02  1.90  -1.78  -0.239
H  -0.21  0.64  1.51  0.408
H  -1.80  1.88  -2.83  0.247
H  0.55  -2.35  -1.28  0.322


Model b:
The following is a DFT calculation (ωB97M-V/def2-TZVPD) of C2H3ClN2O in the gas phase.

Results
- M (g/mol) = 106.5
- total charge = 0
- HOMO energy (Ha) = -0.299
- SMILES = ClN1C=CON1

Each line ends with the Mulliken charge.
Geometry (Å):
Cl  -2.46  -0.25  -0.41  -0.307
N  -0.82  -0.03  0.61  -0.118
C  0.19  -0.90  0.39  -0.288
C  1.16  -0.29  -0.32  -0.052
O  0.89  0.99  -0.45  -0.207
N  -0.30  1.17  0.27  -0.113
H  0.23  -1.93  0.84  0.310
H  2.02  -0.59  -0.76  0.481
H  -0.90  1.83  -0.16  0.294


Q: Which of them is the least stable? A: model b.


Model a:
The following is a DFT calculation (ωB97M-V/def2-TZVPD) of 2 unconnected molecules or ions with the total composition CH7O2.

Results
- M (g/mol) = 51.1
- total charge = +1
- HOMO energy (Ha) = -0.626

Each line ends with the Mulliken charge.
Geometry (Å):
O  1.54  0.72  1.15  -0.712
H  0.88  1.35  1.47  0.362
H  2.33  1.25  0.95  0.364
H  0.38  -1.48  -0.92  0.432
C  -1.30  -0.37  -0.37  -0.441
O  0.11  -0.55  -0.85  -0.277
H  -1.28  -0.01  0.65  0.254
H  -1.74  0.39  -1.01  0.267
H  -1.78  -1.33  -0.52  0.319
H  0.85  0.03  -0.55  0.433


Model b:
The following is a DFT calculation (ωB97M-V/def2-TZVPD) of 2 unconnected molecules or ions with the total composition CH7O2.

Results
- M (g/mol) = 51.1
- total charge = +1
- HOMO energy (Ha) = -0.645

Each line ends with the Mulliken charge.
Geometry (Å):
O  0.52  -0.25  -1.67  -0.537
H  0.06  -0.62  -2.41  0.329
H  1.37  0.15  -2.01  0.355
H  0.06  -0.33  -0.42  0.522
C  -0.05  0.66  1.41  -0.680
O  -0.57  -0.37  0.48  -0.381
H  -0.78  0.64  2.21  0.381
H  -0.03  1.56  0.77  0.285
H  1.01  0.47  1.75  0.284
H  -1.00  -0.90  1.18  0.443


Q: Which of them is the least stable? A: model b.